(1)
Below is 3 unconnected molecules or ions with the total composition C34H54N2O6, with properties calculated with the ωB97M-V functional and the def2-TZVPD basis.

Geometry as XYZ:
```
96
Properties=species:S:1:pos:R:3:mulliken_spin:R:1
C -3.30378 -5.25321 -3.42654 0.00
C -2.82162 -4.45858 -2.20843 0.00
C -1.40331 -4.83470 -1.76430 -0.01
C -0.26921 -4.00950 -2.36954 0.00
O -0.64875 -2.62761 -2.61618 0.00
C -0.50892 -2.21965 -3.88215 0.00
C 0.55272 -1.66444 -4.47788 0.00
C 1.87644 -1.35119 -3.86303 0.00
C 1.92089 0.04997 -3.27956 0.00
C 2.01141 0.25082 -1.90617 0.00
C 2.01565 1.53904 -1.39808 0.01
C 1.93234 2.63411 -2.24404 -0.01
C 1.86114 2.45219 -3.62248 0.01
C 1.78958 3.61567 -4.57533 0.00
C 1.85769 1.15291 -4.12235 0.00
C 0.13207 -1.42493 -5.88850 0.00
O 0.49161 -0.62148 -6.68325 0.00
O -0.95119 -2.28653 -6.14000 0.00
C -1.61139 -2.31810 -4.90339 0.00
O -2.78937 -2.29007 -4.79022 0.00
H -2.51706 -5.38848 -4.17218 0.00
H -3.69191 -6.22764 -3.12774 0.00
H -4.11967 -4.73158 -3.92987 0.00
H -3.48861 -4.71193 -1.38012 0.00
H -2.93726 -3.38807 -2.36133 0.00
H -1.23160 -5.86993 -2.07357 0.00
H -1.32558 -4.80570 -0.67841 0.01
H 0.09253 -4.44561 -3.30258 0.00
H 0.55051 -3.96151 -1.65252 0.00
H 2.10471 -2.08852 -3.09426 0.00
H 2.66132 -1.42079 -4.62032 0.00
H 2.07341 -0.60272 -1.24089 0.00
H 2.05989 1.70357 -0.32911 0.00
H 1.90868 3.63659 -1.83476 0.00
H 2.71821 3.67943 -5.14735 0.00
H 0.99401 3.46130 -5.30524 0.00
H 1.63065 4.55541 -4.05137 0.00
H 1.80140 1.00261 -5.19499 0.00
C -2.22297 4.87010 2.75039 0.01
C -0.84858 4.85936 2.02920 0.02
C 0.01797 6.05190 2.45976 0.03
C -0.36104 7.38684 1.82363 -0.02
C -0.45049 7.24628 0.30704 0.02
C -1.41320 6.13998 -0.12188 0.02
N -1.03439 4.84985 0.54308 0.39
O -0.03489 4.30277 -0.05381 0.53
C -2.85355 6.56005 0.21224 0.01
C -1.36219 5.94806 -1.63241 -0.02
C -0.13796 3.57990 2.45688 -0.01
H -3.05637 4.95071 2.06013 -0.01
H -2.37899 3.93636 3.28964 0.00
H -2.30210 5.68578 3.47028 0.00
H 1.05957 5.83539 2.20185 0.00
H -0.02125 6.12784 3.54821 0.00
H -1.30290 7.75824 2.23621 0.00
H 0.39553 8.13185 2.07676 0.00
H -0.77257 8.18559 -0.14776 0.00
H 0.54565 7.03129 -0.09261 0.01
H -3.55557 5.75927 -0.02420 -0.01
H -3.11698 7.42734 -0.39335 0.00
H -2.99752 6.84650 1.25077 0.00
H -0.35196 5.75363 -1.98568 0.01
H -1.72202 6.85604 -2.11688 0.00
H -1.99766 5.11767 -1.94214 0.00
H -0.66626 2.69764 2.09368 0.00
H -0.11726 3.54815 3.54709 0.00
H 0.88755 3.53800 2.09639 0.00
C 3.14203 -4.56216 3.38950 0.02
C 2.07456 -3.92687 2.45900 0.02
C 1.88873 -2.43175 2.75748 0.03
C 1.05997 -2.12081 4.00068 -0.02
C -0.26417 -2.87714 3.95904 0.03
C -0.07264 -4.38359 3.78970 0.01
N 0.77055 -4.65657 2.57891 0.41
O 0.07528 -4.55444 1.50157 0.52
C 0.55030 -4.96588 5.06849 0.01
C -1.42021 -5.07244 3.61681 -0.01
C 2.59976 -4.05909 1.03365 -0.02
H 2.73688 -5.35488 4.00999 -0.01
H 3.93408 -5.02588 2.80242 0.00
H 3.60490 -3.82421 4.04582 0.00
H 1.39986 -1.96355 1.89690 0.00
H 2.87668 -1.97420 2.83823 0.00
H 1.61882 -2.36345 4.90854 0.00
H 0.86551 -1.04757 4.04185 0.00
H -0.83733 -2.69867 4.87143 0.00
H -0.86926 -2.49602 3.13046 0.01
H 0.75798 -6.03021 4.94925 -0.01
H -0.15874 -4.85189 5.88853 0.00
H 1.46761 -4.47015 5.37503 0.00
H -1.99289 -4.64962 2.79469 0.00
H -1.99989 -4.94965 4.53181 0.00
H -1.29188 -6.13966 3.43187 0.00
H 2.66368 -5.10556 0.73298 0.00
H 3.59993 -3.62577 0.99550 0.00
H 1.97469 -3.53185 0.31542 0.01
```

Summary:
Charge   0
2S+1   3
LUMO level (alpha / beta)   0.00 / 0.00 eV
Strongest force on any atom   1.543 eV Å⁻¹

=====

(2)
Below is 3 unconnected molecules or ions with the total composition C34H55BrClFI2N2O13PS3, with properties calculated with the ωB97M-V functional and the def2-TZVPD basis.

Geometry as XYZ:
```
113
Properties=species:S:1:pos:R:3:lowdin_charge:R:1
C -4.12774 0.09940 4.69487 -0.16
C -3.29288 1.41241 4.07647 -0.27
C -1.69671 1.15439 3.88363 -0.54
Br -1.04736 -0.08277 5.39364 0.68
C -0.98774 0.96848 2.43918 -0.16
C -0.59388 2.41093 1.69022 -0.33
N 0.37412 3.09363 2.69800 0.04
C -1.69615 3.55393 1.62135 -0.14
C -2.85182 3.76587 0.55264 -0.15
C -4.29732 2.96031 0.38887 -0.02
C -5.44325 3.31574 -0.74935 -0.06
C -5.24610 4.57092 -1.81578 -0.06
C -3.83961 5.40604 -1.67575 -0.06
C -2.71959 5.02065 -0.55326 -0.03
C 0.35500 2.01572 0.44064 -0.40
Cl 0.01097 3.05794 -1.12755 0.77
C 1.95083 2.51919 0.58515 -0.22
C 2.19434 4.12551 0.38660 -0.25
C 3.04847 4.51797 -0.99825 -0.21
C 3.11027 6.16272 -1.09789 -0.22
S 1.90478 6.74724 -2.40685 0.79
O 0.42551 6.76408 -1.91464 -0.41
O 1.97176 5.98023 -3.75031 -0.37
O 2.29439 8.39157 -2.77293 -0.23
C 0.41516 0.37593 0.07295 -0.27
F 0.95988 0.65184 -1.32423 -0.20
P 1.83249 -0.57788 0.85272 0.81
O 3.14949 -0.51680 -0.09081 -0.38
O 1.62835 -2.32935 1.06518 -0.27
O 2.45843 -0.15230 2.41000 -0.22
N -0.97593 -0.31658 0.02157 -0.07
C -1.88069 0.41894 -0.99114 -0.15
O -3.08047 -0.21698 -1.49254 -0.14
C -3.35787 0.06380 -2.90841 -0.26
C -3.60115 1.59615 -3.49949 0.01
O -3.40915 -0.95206 -3.78031 0.01
C -0.85362 -1.63881 -0.69073 -0.51
I 0.72916 -2.23351 -2.20767 1.16
C -1.75439 -2.82500 -0.68344 -0.64
C -1.52629 -4.25365 -1.50860 -0.24
I -3.63578 -2.88550 0.38717 1.02
C -1.44868 -0.26799 1.44932 -0.34
C -1.12600 -1.56910 2.38318 -0.08
O -2.90868 0.08686 1.37778 -0.13
H -5.25514 0.30040 4.35675 0.10
H -4.11234 0.21112 5.86113 0.08
H -3.73307 -0.92437 4.28992 0.05
H -3.88620 1.73786 3.12771 0.08
H -3.52050 2.26771 4.88159 0.14
H -1.26326 2.17472 4.36439 0.10
H 0.09211 0.58885 2.80385 0.11
H -0.14067 3.72348 3.34216 0.09
H 1.00569 2.44773 3.17058 0.08
H -1.11832 4.60865 1.61552 0.15
H -2.23104 3.58978 2.69416 0.14
H -4.54488 2.08050 1.10866 0.06
H -6.46046 2.70179 -0.86228 0.10
H -6.03211 4.89101 -2.62342 0.09
H -3.65339 6.34051 -2.38579 0.10
H -1.73384 5.69198 -0.50257 0.09
H 2.47179 2.21510 1.57518 0.09
H 2.66069 2.04772 -0.25251 0.13
H 2.97148 4.44292 1.24244 0.13
H 1.28033 4.82294 0.58522 0.10
H 2.56628 3.99390 -1.93200 0.10
H 4.16588 4.12827 -0.85425 0.14
H 2.82646 6.61331 -0.05338 0.13
H 4.20293 6.44791 -1.40720 0.13
H 1.46048 8.83767 -3.13287 0.11
H 2.38890 -2.81905 0.62148 0.07
H 3.40452 0.20128 2.31918 0.12
H -2.20367 1.47896 -0.64657 0.12
H -1.33166 0.61870 -2.03734 0.17
H -3.33207 2.32535 -2.61269 0.07
H -2.74925 1.74316 -4.32015 0.12
H -4.67841 1.75942 -3.93155 0.11
H -1.60749 -4.11114 -2.69151 0.09
H -2.35207 -5.06375 -1.26556 0.07
H -0.50922 -4.79801 -1.19731 0.09
H -0.12490 -1.50293 3.03113 0.09
H -2.03331 -1.67366 3.15329 0.08
H -1.02595 -2.60763 1.88445 0.07
H -3.42989 -0.41918 2.05890 0.06
C 5.12496 -3.27906 4.52476 -0.23
C 4.18460 -4.00579 5.48506 -0.22
C 3.14363 -4.73888 4.64065 -0.22
S 3.93119 -5.09852 3.07794 0.69
O 3.25845 -4.34695 2.03934 -0.33
O 4.16120 -6.52589 2.97718 -0.31
C 5.47738 -4.29283 3.44642 -0.23
H 6.01864 -2.90770 5.03472 0.12
H 4.60751 -2.42111 4.07910 0.11
H 4.75660 -4.73081 6.07677 0.12
H 3.70789 -3.31351 6.18605 0.12
H 2.82870 -5.67321 5.11222 0.11
H 2.27205 -4.10858 4.44380 0.10
H 5.88494 -3.83531 2.54334 0.11
H 6.16697 -5.05116 3.82910 0.11
C 0.13136 -5.24851 -6.95725 -0.22
C 0.92060 -3.99606 -6.57900 -0.21
C 1.35648 -4.15095 -5.12295 -0.28
S 1.49304 -5.90739 -4.82640 0.66
O 0.48505 -6.29120 -3.86060 -0.33
O 2.89067 -6.25726 -4.66937 -0.32
C 0.95071 -6.42309 -6.44367 -0.23
H -0.03283 -5.31449 -8.03675 0.12
H -0.84861 -5.23049 -6.46554 0.12
H 1.80523 -3.91435 -7.22219 0.12
H 0.32800 -3.08661 -6.71912 0.12
H 2.32332 -3.67539 -4.93971 0.10
H 0.60707 -3.74849 -4.43586 -0.01
H 0.37570 -7.34754 -6.36788 0.11
H 1.84055 -6.58199 -7.06009 0.11
```

Summary:
ΔE to the lowest compared entry with this formula, charge and spin   2017.5 kJ/mol
Charge   +1
2S+1   1
LUMO level   -3.53 eV
Strongest force on any atom   11.512 eV Å⁻¹

=====

(3)
Below is a molecular structure, C34H55BrCuN3OP2, with properties calculated with the ωB97M-V functional and the def2-TZVPD basis.

Geometry as XYZ:
```
97
Properties=species:S:1:pos:R:3:mulliken_spin:R:1
C -1.04330 -2.16209 -1.48659 -0.02
C 1.20488 -1.47882 -1.34036 -0.16
C -0.72351 -3.22506 -2.32834 0.12
C 1.57237 -2.62395 -2.10550 0.18
C 0.61687 -3.48947 -2.59994 -0.04
H -1.53307 -3.83266 -2.72375 0.00
H 2.62850 -2.77323 -2.32169 0.01
H 0.89756 -4.34639 -3.21004 0.00
N -0.10975 -1.39746 -0.90906 0.08
P -2.83607 -0.74277 0.16222 0.01
P 2.69716 0.94681 -0.29003 0.14
C -2.52691 -1.85367 -1.26858 -0.01
H -2.94243 -1.38210 -2.17542 0.01
H -3.06671 -2.80298 -1.15280 0.00
C -0.93347 0.43261 2.31980 0.00
O -1.25749 1.42601 2.86202 0.00
C 2.24704 -0.50811 -1.17010 0.48
H 3.20949 -1.00890 -1.38156 -0.01
C 4.08022 1.66898 -1.45309 0.00
C 3.47090 0.60028 1.45631 0.13
C -4.14216 0.54183 -0.35947 0.00
C -3.54567 -1.98626 1.38297 0.00
C 3.67121 3.14763 -1.55280 0.02
H 3.80886 3.67014 -0.59630 0.00
H 4.28474 3.65600 -2.30932 0.00
H 2.61491 3.24263 -1.83811 -0.02
C 5.53188 1.54669 -0.97822 0.00
H 5.73081 2.02572 -0.01478 0.00
H 5.86236 0.50145 -0.94084 0.00
H 6.16777 2.05000 -1.72385 0.00
C 4.00688 0.98676 -2.82192 0.00
H 4.47248 1.63551 -3.57885 0.00
H 4.53680 0.02605 -2.83783 0.00
H 2.97323 0.79861 -3.11565 0.00
C 3.92914 1.94267 2.05123 0.02
H 3.08205 2.63910 2.13264 0.00
H 4.32661 1.76816 3.06192 0.00
H 4.71145 2.44029 1.46786 0.00
C 2.36599 0.03779 2.35057 0.01
H 1.51171 0.71635 2.45160 0.00
H 1.99283 -0.91653 1.96858 0.00
H 2.76761 -0.15065 3.35806 0.00
C 4.58428 -0.44637 1.39699 0.01
H 5.48405 -0.09471 0.88509 0.00
H 4.87820 -0.70231 2.42765 0.00
H 4.23773 -1.36716 0.90712 0.00
C -3.82567 -1.23447 2.69284 0.00
H -4.18353 -1.96091 3.43771 0.00
H -2.90756 -0.77117 3.07601 0.00
H -4.59833 -0.46021 2.58086 0.00
C -2.45801 -3.04273 1.62863 0.00
H -2.23393 -3.62731 0.72756 0.00
H -1.53312 -2.59183 2.00293 0.00
H -2.82024 -3.74122 2.39650 0.00
C -4.81592 -2.70758 0.90409 0.00
H -4.95004 -3.59996 1.53338 0.00
H -5.71894 -2.10223 1.02656 0.00
H -4.76004 -3.04677 -0.13701 0.00
C -3.89437 0.94016 -1.82326 0.00
H -4.30994 0.20614 -2.52800 0.00
H -4.39559 1.90028 -2.02449 0.00
H -2.82707 1.07090 -2.03925 0.00
C -3.95054 1.77722 0.54528 0.00
H -2.95801 2.22741 0.41224 0.00
H -4.70843 2.52883 0.27565 0.00
H -4.08318 1.53553 1.60829 0.00
C -5.59466 0.06698 -0.23883 0.00
H -5.79113 -0.83511 -0.83222 0.00
H -5.90314 -0.09695 0.80081 0.00
H -6.24337 0.86266 -0.63858 0.00
Cu -0.70232 0.00219 0.42386 0.03
N 0.09433 1.26949 -0.96365 -0.03
C 0.67980 1.46159 -1.99042 0.02
C 0.37400 2.22908 -3.35588 0.02
C 1.43158 2.03790 -4.42158 0.00
C -0.92997 1.68460 -3.92803 0.00
C 0.22628 3.72280 -3.06890 0.00
H 2.36752 2.54167 -4.16473 0.00
H 1.60675 0.97376 -4.60301 0.00
H 1.08276 2.47340 -5.36976 0.00
H -1.79615 2.03485 -3.35859 0.00
H -1.07317 2.02281 -4.96557 0.00
H -0.91929 0.58720 -3.93392 0.00
H -0.16549 4.24978 -3.95186 0.00
H -0.46891 3.89652 -2.23901 0.00
H 1.18525 4.18333 -2.80872 0.00
Br 2.13783 -3.88830 4.42885 0.00
C 0.83896 -2.51278 4.70404 0.00
C 0.53185 -2.08749 5.99644 0.00
C -0.37858 -1.03822 6.13686 0.00
C -0.92339 -0.45108 4.99500 0.00
N -0.59964 -0.85437 3.75473 0.00
C 0.23008 -1.89982 3.60341 0.00
H 0.99742 -2.56925 6.84893 0.00
H -0.67064 -0.65188 7.11044 0.00
H -1.62731 0.37672 5.07874 0.00
H 0.43718 -2.24854 2.59676 0.00
```

Summary:
ΔE to the lowest compared entry with this formula, charge and spin   219.2 kJ/mol
Charge   +1
2S+1   2
LUMO level (alpha / beta)   -2.41 / -4.26 eV
Strongest force on any atom   5.865 eV Å⁻¹

=====

(4)
Below is a molecular structure, C34H55BrN3OP2W, with properties calculated with the ωB97M-V functional and the def2-TZVPD basis.

Geometry as XYZ:
```
97
Properties=species:S:1:pos:R:3:mulliken_spin:R:1
C -2.51912 0.03779 -1.77437 0.05
C -0.90469 1.37787 -2.84690 -0.02
C -3.40460 0.31334 -2.80650 0.12
C -1.90551 1.95362 -3.66547 0.24
C -3.12764 1.32483 -3.73080 -0.02
H -4.36622 -0.20190 -2.77432 0.00
H -1.57401 2.72733 -4.35333 0.00
H -3.79926 1.47960 -4.56622 0.00
N -1.29735 0.62303 -1.74244 0.08
P -2.09409 -0.44703 1.01153 0.06
P 1.64709 0.69441 -2.02378 0.07
C -2.93032 -0.83813 -0.60137 0.00
H -4.01648 -0.73150 -0.43671 0.00
H -2.72842 -1.89169 -0.84775 0.01
C 0.47529 1.45921 -3.20016 0.52
H 0.75982 2.33353 -3.79439 -0.07
C 3.28180 1.62405 -1.22933 0.00
C 2.10653 -0.44293 -3.54869 0.03
C -3.14641 0.98609 1.74185 -0.01
C -2.35685 -2.01292 2.10948 0.00
C 3.17073 1.82990 0.28391 0.03
H 3.17763 0.89258 0.85019 -0.01
H 4.04575 2.40673 0.62489 0.00
H 2.28850 2.41053 0.56635 0.00
C 4.56151 0.80614 -1.45970 0.00
H 4.52957 -0.15872 -0.93208 0.00
H 4.80403 0.63334 -2.51535 0.00
H 5.41186 1.35926 -1.02733 0.00
C 3.34041 3.00441 -1.88222 0.01
H 4.26695 3.52207 -1.58015 0.00
H 3.30992 2.96166 -2.97911 0.00
H 2.50774 3.62561 -1.52866 0.00
C 2.99891 -1.60393 -3.12704 0.00
H 2.47887 -2.27516 -2.43023 0.00
H 3.23665 -2.17579 -4.03979 0.00
H 3.94924 -1.30864 -2.66544 0.00
C 0.83116 -1.05249 -4.16948 0.04
H 0.28067 -1.62325 -3.41259 0.00
H 0.14252 -0.29618 -4.57069 -0.02
H 1.10883 -1.73133 -4.99289 0.00
C 2.81300 0.50615 -4.53420 0.01
H 2.12599 1.29369 -4.86453 -0.01
H 3.70013 0.99895 -4.10614 0.00
H 3.11535 -0.05283 -5.43060 0.00
C -1.96425 -1.69059 3.55816 0.00
H -2.00158 -2.62025 4.14643 0.00
H -0.93955 -1.30433 3.62377 0.00
H -2.63388 -0.97649 4.04965 0.00
C -1.41929 -3.11654 1.60831 0.00
H -1.61665 -3.40154 0.56930 0.00
H -0.36427 -2.83754 1.70751 0.00
H -1.58548 -4.01081 2.22934 0.00
C -3.79356 -2.57040 2.06226 0.00
H -4.12372 -2.77168 1.03610 0.00
H -3.80000 -3.52870 2.60605 0.00
H -4.53357 -1.92556 2.54686 0.00
C -3.44669 1.95396 0.59126 -0.01
H -4.17323 1.54331 -0.12152 0.00
H -3.86108 2.88958 0.99336 0.00
H -2.52623 2.20491 0.05283 0.01
C -2.28553 1.69331 2.79070 -0.01
H -1.42343 2.18709 2.33440 0.00
H -2.88804 2.47978 3.26657 0.00
H -1.92838 1.02065 3.57918 0.00
C -4.46931 0.56761 2.40734 0.00
H -5.13928 0.02393 1.72889 0.00
H -4.32403 -0.01679 3.32540 0.00
H -4.99331 1.49034 2.70791 0.00
W 0.07677 0.23663 -0.04088 0.66
C 0.19708 -1.60223 -0.72094 0.10
O 0.24097 -2.72941 -1.08952 0.09
N -0.03912 2.35411 0.28847 -0.04
C -0.31036 3.44661 0.85400 0.05
C -0.20684 4.81684 -0.08770 0.01
C 0.22123 4.90875 -1.59323 0.01
C -1.69698 5.16266 -0.17412 0.00
C 0.72746 5.78981 0.65235 0.00
H 1.28717 4.80083 -1.84086 0.00
H -0.35116 4.29725 -2.30465 0.00
H 0.01498 5.94460 -1.93769 0.00
H -2.26292 4.92341 0.73696 0.00
H -1.93290 6.19748 -0.48228 0.00
H -2.13751 4.53044 -0.96228 0.00
H 0.59294 6.87567 0.41530 0.00
H 0.66900 5.65769 1.73736 0.00
H 1.78936 5.58539 0.40069 0.00
Br 1.62153 0.45362 5.62350 0.00
C 1.96399 -0.31025 3.90031 0.00
C 2.96378 -1.26354 3.75502 0.01
C 3.11046 -1.85836 2.49998 -0.01
C 2.26867 -1.49896 1.45100 0.02
N 1.32050 -0.52205 1.58778 -0.01
C 1.18910 0.09592 2.81750 0.03
H 3.59440 -1.52577 4.59673 0.00
H 3.86955 -2.61226 2.31527 0.00
H 2.34753 -1.97832 0.47347 0.00
H 0.46250 0.90379 2.87736 -0.01
```

Summary:
ΔE to the lowest compared entry with this formula, charge and spin   45.8 kJ/mol
Charge   +3
2S+1   3
LUMO level (alpha / beta)   -10.77 / -10.76 eV
Strongest force on any atom   9.506 eV Å⁻¹